ORCA calculation (wB97M-V/def2-TZVPD) on a structure of composition C24H24N5PmS3 at a distorted geometry.

Structure (XYZ):
```
57
Properties=species:S:1:pos:R:3
Pm 0.05 0.17 0.14
C -0.30 0.45 4.74
C 0.86 -0.14 5.27
C 1.90 -0.40 4.41
C 1.79 -0.11 3.03
N 0.61 0.36 2.51
C -0.38 0.66 3.39
N 2.92 -0.22 2.33
C 3.19 -0.16 1.07
N 2.32 -0.19 0.00
C 3.08 -0.09 -1.16
N 2.69 -0.02 -2.39
C 1.47 0.00 -2.94
C 1.47 -0.09 -4.35
C 0.29 -0.09 -5.04
C -0.91 0.01 -4.33
C -0.85 0.12 -2.96
N 0.30 0.13 -2.24
C 4.50 -0.07 -0.81
C 5.64 -0.03 -1.59
C 6.87 -0.01 -0.91
C 6.93 -0.01 0.47
C 5.78 -0.05 1.25
C 4.57 -0.09 0.59
H -1.11 0.73 5.39
H 0.95 -0.33 6.32
H 2.84 -0.79 4.76
H -1.26 1.15 2.97
H 2.43 -0.16 -4.84
H 0.27 -0.17 -6.12
H -1.86 0.00 -4.83
H -1.78 0.20 -2.38
H 5.59 -0.03 -2.66
H 7.78 0.01 -1.49
H 7.90 0.03 0.96
H 5.82 -0.05 2.32
C -4.85 -1.33 -1.11
C -3.80 -2.33 -0.66
S -2.32 -1.68 0.21
C -3.03 -0.95 1.73
C -3.59 0.47 1.62
S -2.50 1.67 0.75
C -3.49 2.37 -0.67
C -4.64 1.56 -1.22
S -4.15 0.04 -2.10
H -5.42 -0.91 -0.29
H -5.55 -1.87 -1.76
H -3.37 -2.86 -1.51
H -4.24 -3.06 0.02
H -2.21 -0.99 2.46
H -3.82 -1.62 2.07
H -3.72 0.87 2.63
H -4.55 0.49 1.13
H -2.73 2.56 -1.43
H -3.87 3.32 -0.29
H -5.13 2.18 -1.97
H -5.39 1.32 -0.46
```

Output
calculated total energy = -81776.8016 eV
<S²> = 6.00
spin multiplicity = 5
HOMO energy (alpha / beta) = -0.4982 / -0.4983 Eh
ΔE to the lowest compared entry with this formula, charge and spin = 0.0 kcal/mol
net charge = +2
E_LUMO (alpha / beta) = -6.71 / -6.59 eV
HOMO-LUMO gap (alpha / beta) = 6.85 / 6.97 eV
largest force on an atom = 1.37 eV/A